No. 1
Below is 2 unconnected molecules or ions with the total composition C4H6O2 in a non-equilibrium geometry, with properties calculated with ωB97M-V/def2-TZVPD.

```
12
Properties=species:S:1:pos:R:3
C 1.4451 -0.2517 0.0615
C 0.1140 -0.0093 0.7133
C -0.5940 1.1081 0.5759
O -2.0690 0.1989 -1.1834
C -1.3891 -0.7450 -1.0974
O -0.8087 -1.7578 -1.1450
H 2.2237 -0.0004 0.7876
H 1.5848 -1.2934 -0.2424
H 1.5871 0.3815 -0.8222
H -0.2529 -0.7867 1.3846
H -0.3048 1.8892 -0.1273
H -1.5364 1.2666 1.0946
```

Calculated values
Total energy   -306.481828 a.u.
Structure (SMILES)   O=C=O.C=CC
Total charge   0
Relative energy (zero: lowest compared OMol25 entry of this formula, charge and spin)   15.4 kcal per mole
Frontier orbital gap   10.43 eV
E_LUMO   0.799 eV

No. 2
Below is a molecular structure, C58H48GeN10O3Sr in a non-equilibrium geometry, with properties calculated with ωB97M-V/def2-TZVPD.

```
121
Properties=species:S:1:pos:R:3
Sr -1.2915 -0.4480 1.8904
C -1.8068 -6.1672 -0.4264
N -1.1119 -5.0611 0.2003
C -1.1986 -3.7557 -0.0823
N -0.2860 -3.0816 0.5851
C 0.3452 -4.0551 1.2913
N -0.1116 -5.2710 1.0848
C -1.5273 -6.2262 -1.9129
C -2.4162 -6.8482 -2.7797
C -2.1281 -6.9440 -4.1368
C -0.9582 -6.4043 -4.6446
C -0.0732 -5.7694 -3.7776
C -0.3521 -5.6947 -2.4221
C 1.1582 -5.1765 -4.2935
N 1.7820 -5.4343 -5.3888
N 2.8991 -4.6029 -5.4059
C 2.8563 -3.9222 -4.3149
O 1.7808 -4.2263 -3.5542
C 3.8041 -2.9073 -3.8521
C 5.1530 -3.0683 -4.1493
C 6.0608 -2.1067 -3.7367
C 5.6206 -0.9888 -3.0432
C 4.2698 -0.8174 -2.7605
C 3.8188 0.4651 -2.0995
N 2.5352 0.3635 -1.4347
C 2.2433 -0.0823 -0.2093
N 0.9393 -0.0911 -0.0201
C 0.4596 0.3453 -1.2208
N 1.3909 0.6300 -2.1035
C 3.3628 -1.7874 -3.1570
H -2.8768 -6.0981 -0.2241
H -1.4321 -7.0643 0.0657
H -1.9310 -3.3488 -0.7617
H 1.1539 -3.8627 1.9775
H -3.3424 -7.2585 -2.3941
H -2.8292 -7.4298 -4.8024
H -0.7280 -6.4539 -5.7000
H 0.3589 -5.2136 -1.7632
H 5.4737 -3.9431 -4.6980
H 7.1136 -2.2295 -3.9531
H 6.3340 -0.2370 -2.7246
H 3.7064 1.2516 -2.8460
H 4.5574 0.8037 -1.3723
H 2.9997 -0.3656 0.5052
H -0.5923 0.4592 -1.4210
H 2.3065 -1.6640 -2.9515
C -4.8952 -3.6443 0.9644
C -4.7003 -4.6367 1.9188
C -3.7646 -4.4304 2.9193
C -3.0190 -3.2458 2.9472
C -3.1512 -2.2282 1.9821
C -4.1333 -2.4816 1.0085
C -2.0414 -3.0719 4.0590
C -2.3636 -3.5669 5.3590
C -1.4853 -3.4215 6.3823
C -0.2331 -2.8051 6.1438
C 0.7594 -2.6542 7.1389
C 1.9618 -2.0807 6.8383
C 2.2194 -1.6344 5.5238
C 1.2697 -1.7576 4.5508
C 0.0120 -2.3387 4.8384
N -0.8996 -2.4513 3.8266
H -5.6411 -3.7831 0.1884
H -5.2754 -5.5547 1.8886
H -3.6029 -5.2055 3.6619
H -4.3117 -1.7381 0.2334
H -3.3288 -4.0267 5.5155
H -1.7262 -3.7710 7.3798
H 0.5515 -3.0108 8.1409
H 2.7216 -1.9732 7.6011
H 3.1782 -1.1891 5.2902
H 1.4580 -1.4178 3.5393
C -0.5163 3.6491 4.0571
C -0.3079 2.2097 4.0931
N -0.2080 1.0670 4.0788
H 0.3410 4.1399 3.6007
H -0.6660 4.0292 5.0660
H -1.4033 3.8380 3.4525
O -2.0952 1.8126 1.9274
C -2.3765 1.7213 0.7010
O -2.1625 0.6718 0.0293
C -2.9764 2.9050 -0.0267
C -2.1125 3.3516 -1.2127
Ge -0.6660 4.6435 -0.9527
C 0.0318 5.0531 -2.7298
C 0.6557 4.0407 -3.4623
C 1.1752 4.2949 -4.7231
C 1.0842 5.5698 -5.2677
C 0.4696 6.5848 -4.5504
C -0.0547 6.3253 -3.2892
C 0.9091 4.0755 0.0606
C 0.9493 2.9572 0.8871
C 2.1165 2.6013 1.5558
C 3.2656 3.3616 1.4052
C 3.2474 4.4758 0.5740
C 2.0822 4.8218 -0.0929
C -1.4142 6.2700 -0.1687
C -2.7782 6.5389 -0.2841
C -3.3247 7.7104 0.2234
C -2.5103 8.6369 0.8572
C -1.1512 8.3856 0.9837
C -0.6116 7.2118 0.4758
H -3.1635 3.7046 0.6898
H -3.9396 2.5645 -0.4157
H -2.7440 3.8546 -1.9511
H -1.7102 2.4772 -1.7284
H 0.7424 3.0396 -3.0493
H 1.6498 3.4982 -5.2824
H 1.4912 5.7697 -6.2508
H 0.3953 7.5792 -4.9726
H -0.5375 7.1256 -2.7386
H 0.0582 2.3601 1.0368
H 2.1173 1.7353 2.2075
H 4.1728 3.0898 1.9306
H 4.1427 5.0703 0.4420
H 2.0962 5.6741 -0.7645
H -3.4323 5.8286 -0.7770
H -4.3864 7.8979 0.1245
H -2.9333 9.5514 1.2529
H -0.5109 9.1040 1.4799
H 0.4502 7.0288 0.5964
```

Calculated values
Total energy   -5120.048417 a.u.
Total charge   0
Relative energy (zero: lowest compared OMol25 entry of this formula, charge and spin)   9.6 kcal per mole
Frontier orbital gap   7.40 eV
E_LUMO   0.221 eV

Copy entry 1 word for word.
Below is 2 unconnected molecules or ions with the total composition C4H6O2 in a non-equilibrium geometry, with properties calculated with ωB97M-V/def2-TZVPD.

```
12
Properties=species:S:1:pos:R:3
C 1.4451 -0.2517 0.0615
C 0.1140 -0.0093 0.7133
C -0.5940 1.1081 0.5759
O -2.0690 0.1989 -1.1834
C -1.3891 -0.7450 -1.0974
O -0.8087 -1.7578 -1.1450
H 2.2237 -0.0004 0.7876
H 1.5848 -1.2934 -0.2424
H 1.5871 0.3815 -0.8222
H -0.2529 -0.7867 1.3846
H -0.3048 1.8892 -0.1273
H -1.5364 1.2666 1.0946
```

Calculated values
Total energy   -306.481828 a.u.
Structure (SMILES)   O=C=O.C=CC
Total charge   0
Relative energy (zero: lowest compared OMol25 entry of this formula, charge and spin)   15.4 kcal per mole
Frontier orbital gap   10.43 eV
E_LUMO   0.799 eV